No. 1
C4H8O | ωB97M-V/def2-TZVPD

CARTESIAN COORDINATES (ANGSTROEM)
O  1.918  0.554  -0.326
C  0.757  -0.263  -0.372
C  0.012  -0.462  0.958
C  -1.276  0.104  0.301
C  -0.456  0.487  -0.960
H  2.579  0.095  0.212
H  0.994  -1.212  -0.887
H  0.423  0.197  1.734
H  -0.046  -1.497  1.318
H  -1.746  0.942  0.832
H  -2.053  -0.650  0.124
H  -0.254  1.562  -1.012
H  -0.851  0.143  -1.923

SMILES	OC1CCC1
DFT total energy	-6324.2370	eV
2S+1	1
maximum force	0.52	eV/Å
highest occupied orbital energy	-9.94	eV
relative energy (zero: lowest compared OMol25 entry of this formula, charge and spin)	0.931	eV



No. 2
C4H8O | ωB97M-V/def2-TZVPD

CARTESIAN COORDINATES (ANGSTROEM)
O  2.473  -0.428  -1.476
C  0.909  0.362  0.895
C  -0.316  0.204  0.428
C  -1.507  0.805  -0.182
C  -1.510  -0.640  0.320
H  2.674  -1.189  -0.917
H  1.446  1.300  0.788
H  1.432  -0.447  1.396
H  1.581  -0.184  -1.197
H  -2.045  1.555  0.393
H  -1.539  0.964  -1.257
H  -2.050  -0.871  1.236
H  -1.548  -1.431  -0.427

SMILES	C=C1CC1.O
DFT total energy	-6323.1441	eV
2S+1	1
maximum force	0.25	eV/Å
highest occupied orbital energy	-9.98	eV
relative energy (zero: lowest compared OMol25 entry of this formula, charge and spin)	2.024	eV



No. 3
C4H8O | ωB97M-V/def2-TZVPD

CARTESIAN COORDINATES (ANGSTROEM)
O  3.977  1.715  -0.039
C  3.237  2.307  0.697
H  2.147  2.419  0.572
H  3.690  2.680  1.636
C  -1.463  -1.148  0.790
C  -1.924  -0.738  -0.604
C  -1.160  -0.899  -1.677
H  -0.433  -1.521  0.779
H  -1.443  -0.295  1.471
H  -2.025  -1.995  1.175
H  -2.974  -0.473  -0.573
H  -1.535  -1.023  -2.684
H  -0.095  -1.029  -1.543

SMILES	C=CC.C=O
DFT total energy	-6323.1166	eV
2S+1	1
maximum force	1.52	eV/Å
highest occupied orbital energy	-9.56	eV
relative energy (zero: lowest compared OMol25 entry of this formula, charge and spin)	2.051	eV



No. 4
C4H8O | ωB97M-V/def2-TZVPD

CARTESIAN COORDINATES (ANGSTROEM)
C  -0.186  -0.883  1.663
C  0.543  -0.221  0.509
C  -0.394  0.430  -0.454
C  0.100  0.656  -2.627
O  0.395  1.125  -1.449
H  -0.861  -1.670  1.308
H  -0.782  -0.148  2.216
H  0.536  -1.329  2.351
H  1.227  0.560  0.853
H  1.130  -0.947  -0.067
H  -1.055  -0.287  -0.960
H  -1.016  1.226  -0.038
H  0.364  1.488  -3.306

DFT total energy	-6321.8362	eV
2S+1	1
maximum force	1.43	eV/Å
highest occupied orbital energy	-8.48	eV
relative energy (zero: lowest compared OMol25 entry of this formula, charge and spin)	3.332	eV



No. 5
C4H8O | ωB97M-V/def2-TZVPD

CARTESIAN COORDINATES (ANGSTROEM)
C  1.840  -0.297  0.031
C  -0.551  -0.341  -0.009
C  -0.617  1.150  -0.030
C  -1.650  -1.104  0.026
H  2.054  0.024  1.131
H  2.582  -1.091  -0.415
H  1.840  0.735  -0.626
H  -0.438  1.552  -1.085
H  0.156  1.603  0.725
H  -1.641  1.562  0.293
H  -2.616  -0.632  0.069
H  -1.615  -2.171  -0.049
O  0.655  -0.990  -0.061

SMILES	C=C(C)OC
DFT total energy	-6323.3249	eV
2S+1	1
maximum force	2.99	eV/Å
highest occupied orbital energy	-8.48	eV
relative energy (zero: lowest compared OMol25 entry of this formula, charge and spin)	1.843	eV



No. 6
C4H8O | ωB97M-V/def2-TZVPD

CARTESIAN COORDINATES (ANGSTROEM)
C  1.439  0.523  -0.886
C  0.563  0.566  0.377
C  -0.842  0.282  -0.066
C  -1.295  -1.109  0.164
O  -1.784  -0.371  1.302
H  2.478  0.761  -0.634
H  1.420  -0.471  -1.349
H  1.088  1.249  -1.628
H  0.630  1.564  0.825
H  0.935  -0.163  1.115
H  -1.981  0.557  0.729
H  -2.081  -1.537  -0.463
H  -0.570  -1.848  0.513

DFT total energy	-6320.8514	eV
2S+1	1
maximum force	0.37	eV/Å
highest occupied orbital energy	-8.91	eV
relative energy (zero: lowest compared OMol25 entry of this formula, charge and spin)	4.316	eV



What is the highest occupied orbital energy in the third record?
-9.56 eV